# C4H41N2O15

A 16-piece molecular cluster, C4H41N2O15 overall in a non-equilibrium geometry (wB97M-V/def2-TZVPD, the OMol25 dataset).

Last column: natural (NBO) charge in e.
Positions of all 62 atoms, in Å:
H  4.92814  -1.06449  0.11989  0.476
H  -2.75461  -1.03073  -0.70039  0.220
H  0.73387  2.77368  1.22795  0.465
H  2.46511  -4.14247  -1.60465  0.492
H  1.56600  -1.53911  -3.99975  0.215
O  -2.76553  2.94591  1.78045  -0.981
H  -1.90589  2.78072  4.44251  0.492
O  -1.26888  2.38812  3.85389  -1.016
O  0.00350  -3.85178  -0.64126  -0.963
H  -4.46463  1.34010  -2.39865  0.481
H  -1.11320  -1.07248  1.15995  0.451
H  -1.90317  5.06276  -0.69611  0.477
H  0.71369  0.07235  -1.83844  0.235
H  -0.50324  4.57085  -0.91942  0.504
C  -1.79460  -0.56675  -0.73594  0.383
H  1.55029  1.88395  0.36773  0.494
N  -1.48374  -0.11959  -1.96608  -0.543
H  4.15598  -0.70745  2.14993  0.509
H  0.39060  -2.68590  1.75959  0.506
H  -0.80126  -3.48046  -0.25717  0.493
H  1.99418  -0.11628  1.27419  0.520
H  0.07333  1.49609  2.89094  0.496
H  -0.72525  -2.70899  2.87643  0.510
C  -0.16479  0.35476  -2.43724  -0.249
H  -2.42385  0.03986  -2.49073  0.452
H  2.43233  -2.38420  2.23186  0.500
H  -3.03527  3.20147  -2.78527  0.463
H  -2.49035  3.83206  1.52456  0.503
H  0.38410  -2.01783  -3.01847  0.206
H  -1.08688  -0.94258  4.22663  0.463
O  4.26686  -0.68809  -0.45661  -0.951
H  1.41529  2.00044  3.20911  0.492
C  0.02042  0.00923  -3.92483  -0.414
H  -0.92977  0.09081  -4.37018  0.205
O  -1.37766  4.28977  -0.61893  -0.949
N  -0.95400  -0.48705  0.29444  -0.786
H  3.88737  -1.49522  -0.86089  0.497
H  2.88608  0.08428  2.79949  0.504
H  2.73129  -3.26842  0.78885  0.503
H  2.50776  -0.35499  -0.15970  0.513
O  -0.16803  -1.22731  4.49643  -0.944
O  3.20297  -0.67623  2.27018  -0.967
O  -2.84379  2.60159  -2.06965  -0.992
H  1.72347  -3.22117  -0.73201  0.503
H  -2.09655  3.08773  -1.65659  0.502
O  -0.50361  -2.48498  1.97653  -0.986
O  0.93593  1.28877  2.67784  -0.983
H  -1.76616  2.34479  2.98871  0.502
H  -0.15906  1.38898  -2.11602  0.222
O  1.16991  2.77597  0.36970  -0.979
O  2.64895  -3.31902  -1.09175  -0.993
O  2.67060  -3.16784  1.76243  -1.023
H  -0.11962  -4.78469  -0.48625  0.490
O  1.73015  0.01288  0.29286  -1.030
H  -3.49034  2.59317  1.18072  0.511
H  0.26190  -2.03949  -4.92052  0.226
H  -5.46768  0.89623  -1.44915  0.476
H  0.77135  0.61184  -4.52628  0.235
H  0.28368  -0.35737  4.33543  0.482
C  0.53251  -1.43871  -3.98985  -0.626
H  0.05203  -0.14267  0.23045  0.459
O  -4.52823  0.76522  -1.64084  -0.952

Properties
- frontier orbital gap (hartree) = 0.38217
- net charge = +1
- HOMO level (hartree) = -0.469
- ΔE to the lowest compared entry with this formula, charge and spin (kcal per mole) = 83.1
- 2S+1 = 1
- LUMO level (eV) = -2.35

***

# C3H10N2ReTe4

C3H10N2ReTe4 as an isolated structure in a non-equilibrium geometry (wB97M-V/def2-TZVPD, the OMol25 dataset).

Last column: Löwdin spin population.
Positions of all 20 atoms, in Å:
C  -0.47753  0.55004  1.89831  0.010
H  0.53155  -1.34830  2.13906  0.000
Te  -3.23642  0.79933  -4.77764  0.230
N  -1.30790  0.07530  0.76403  0.035
H  1.94055  1.03135  0.82168  0.003
Te  0.69649  -0.31679  -3.66234  -0.157
C  1.79083  -0.04118  0.96197  0.010
H  -1.65377  -0.86766  0.98895  0.014
H  -2.14007  0.67442  0.73481  0.004
H  -0.21165  1.59230  1.71007  0.003
C  0.78135  -0.28730  2.07429  0.002
Te  -3.00337  0.64754  -2.13510  -0.157
N  1.34553  -0.61629  -0.33126  0.035
Te  -0.85800  0.17942  -5.75941  0.230
H  2.74994  -0.48323  1.23994  0.000
Re  -0.52524  -0.02281  -1.25804  2.721
H  1.31128  -1.64047  -0.23497  0.014
H  1.24453  -0.00948  3.02097  0.000
H  -1.06823  0.51194  2.81602  0.000
H  2.09012  -0.42814  -1.01134  0.004

Properties
- frontier orbital gap (spin up / spin down) (hartree) = 0.17072 / 0.19241
- net charge = +2
- HOMO level (spin up / spin down) (hartree) = -0.530 / -0.552
- 2S+1 = 4
- expectation value of S² = 3.938
- LUMO level (spin up / spin down) (eV) = -9.77 / -9.78

***

# C2H4I2O

One molecule with the formula C2H4I2O in a non-equilibrium geometry (wB97M-V/def2-TZVPD, the OMol25 dataset).

Last column: natural (NBO) charge in e.
Positions of all 9 atoms, in Å:
H  -0.70107  -0.35866  -0.85151  0.235
I  -0.13181  1.03131  3.05714  -0.124
H  0.50472  0.72145  -0.22281  0.209
O  0.79774  -1.52361  1.17109  -0.701
I  -2.09299  -1.88900  1.54513  0.155
C  -0.28057  -0.70337  1.24250  0.220
C  -0.51970  0.15568  0.05585  -0.723
H  -1.32208  0.75493  0.11308  0.240
H  1.55917  -0.96688  0.93116  0.490

Properties
- frontier orbital gap (hartree) = 0.30458
- HOMO level (hartree) = -0.339
- ΔE to the lowest compared entry with this formula, charge and spin (kcal per mole) = 19.1
- 2S+1 = 1
- SMILES = CC(O)(I)I
- LUMO level (eV) = -0.93

***

# C4H11N3O2

A 2-piece molecular cluster, C4H11N3O2 overall in a non-equilibrium geometry (wB97M-V/def2-TZVPD, the OMol25 dataset).

Last column: natural (NBO) charge in e.
Positions of all 20 atoms, in Å:
N  -0.05995  2.55755  2.71117  -0.738
H  1.44636  -1.46782  -2.28001  0.474
C  0.05178  2.42779  1.44807  0.574
H  -1.38790  -3.39252  -2.18800  0.249
N  -0.81403  1.57821  0.69964  -0.671
H  0.25086  0.03065  1.76016  0.207
H  -1.05708  -1.70467  -2.25183  0.245
O  1.71858  -2.27814  -1.83096  -0.708
O  0.45721  -3.64572  -0.52993  -0.531
H  0.64592  2.97079  3.30871  0.362
H  -1.71950  1.98638  0.95559  0.382
H  -1.49782  0.10259  2.13582  0.204
H  -0.90332  -0.55074  0.55293  0.189
C  -0.57774  -2.67549  -2.44944  -0.761
C  -0.77567  0.21599  1.34336  -0.412
H  1.10832  3.13081  -0.22336  0.368
C  0.51478  -2.95174  -1.48656  0.793
N  0.93202  3.31251  0.77867  -0.841
H  1.92027  3.16846  1.00388  0.377
H  -0.25308  -2.81488  -3.45789  0.239

Properties
- frontier orbital gap (hartree) = 0.36185
- HOMO level (hartree) = -0.345
- ΔE to the lowest compared entry with this formula, charge and spin (kcal per mole) = 51.0
- 2S+1 = 1
- SMILES = [H]/N=C(\N)NC.CC(=O)O
- LUMO level (eV) = 0.45

***

# C4H10O3

One molecule with the formula C4H10O3 (wB97M-V/def2-TZVPD, the OMol25 dataset).

Last column: natural (NBO) charge in e.
Positions of all 17 atoms, in Å:
H  2.72579  1.20395  0.66202  0.192
H  -2.15283  -0.72988  -1.29465  0.180
H  2.53467  1.08160  -1.10999  0.175
C  2.03631  0.93724  -0.14177  -0.258
C  -0.70501  -0.80330  0.31382  0.042
C  0.50050  -0.76935  -0.65766  -0.099
O  -1.77122  1.14387  -0.61768  -0.720
H  -1.45274  1.52167  0.21638  0.479
O  1.68153  -0.42188  0.04420  -0.555
H  0.49496  -0.10688  1.63138  0.487
H  -2.81738  -0.38750  0.31979  0.172
C  -1.95380  -0.22670  -0.34180  -0.078
H  0.65379  -1.75412  -1.11106  0.191
H  1.15240  1.58642  -0.09458  0.179
O  -0.45011  0.01175  1.44413  -0.736
H  -0.90028  -1.83901  0.63565  0.162
H  0.30859  -0.04487  -1.45892  0.187

Properties
- frontier orbital gap (hartree) = 0.40299
- HOMO level (hartree) = -0.370
- ΔE to the lowest compared entry with this formula, charge and spin (kcal per mole) = 36.1
- 2S+1 = 1
- SMILES = COC[C@@H](O)CO
- LUMO level (eV) = 0.89

***

# C17H15AuN3OS2

C17H15AuN3OS2 as an isolated structure in a non-equilibrium geometry (wB97M-V/def2-TZVPD, the OMol25 dataset).

Last column: natural (NBO) charge in e.
Positions of all 39 atoms, in Å:
C  1.88553  1.41381  3.40479  0.273
H  0.24210  -2.91564  -1.11843  0.261
C  1.76851  -2.23158  1.58947  -0.060
H  -4.85724  1.49837  -1.56278  0.258
C  4.17299  -2.49338  3.06542  -0.185
N  2.63629  1.47150  4.27362  -0.587
C  -1.73761  4.01088  -3.32554  -0.198
H  0.64560  -4.13659  0.08423  0.234
C  -1.48488  3.25437  -4.45928  -0.198
H  -0.98914  -3.40402  0.03928  0.258
C  2.10043  -3.42887  2.18824  -0.168
H  -0.90741  3.67227  -5.27295  0.224
H  -1.79212  1.36879  -5.43671  0.222
O  2.51938  -0.03248  1.07854  -0.517
C  0.07986  -3.22540  -0.08370  -0.695
N  -0.19983  -1.06126  0.97057  -0.192
C  -3.82060  1.62922  -1.24609  -0.563
C  -2.97397  2.17883  -2.36757  -0.073
Au  0.53957  1.34468  1.95834  0.593
H  -3.81609  2.28795  -0.37692  0.251
C  2.69894  -1.09675  1.68905  0.429
H  -1.35818  5.02128  -3.25085  0.223
H  -3.11116  0.41689  -3.59113  0.207
C  -2.47779  3.47330  -2.28218  -0.206
H  -2.67139  4.06515  -1.39539  0.215
C  0.51774  -2.12365  0.82976  0.289
C  3.90659  -1.30050  2.46429  -0.231
H  3.29761  1.54364  5.02168  0.476
C  -1.97948  1.96013  -4.55032  -0.214
H  1.42957  -4.27463  2.11201  0.228
S  -1.25764  1.71186  0.51252  -0.037
N  -1.42727  -1.02438  0.53856  -0.254
C  -1.91832  0.19845  0.20081  -0.151
C  -2.72257  1.42555  -3.51015  -0.166
S  -3.36649  -0.03333  -0.69321  0.470
C  3.27123  -3.56430  2.93365  -0.128
H  5.08203  -2.62865  3.63583  0.239
H  4.58906  -0.46279  2.51809  0.237
H  3.48615  -4.50873  3.41446  0.237

Properties
- frontier orbital gap (spin up / spin down) (hartree) = 0.17024 / 0.17026
- net charge = +1
- HOMO level (spin up / spin down) (hartree) = -0.408 / -0.408
- ΔE to the lowest compared entry with this formula, charge and spin (kcal per mole) = 28.5
- 2S+1 = 1
- LUMO level (spin up / spin down) (eV) = -6.47 / -6.47

***

# C39H37BN6O3Y

C39H37BN6O3Y as an isolated structure (wB97M-V/def2-TZVPD, the OMol25 dataset).

Last column: Mulliken charge in e.
Positions of all 87 atoms, in Å:
H  -3.11777  0.82185  2.91398  -0.077
C  5.91270  -3.08659  -2.99845  -0.780
H  6.80307  -3.49376  -3.46662  0.247
C  3.12189  0.66144  -3.90655  -1.281
C  2.26934  0.39033  -2.80623  0.547
C  -2.70733  0.15963  -1.42021  0.372
N  0.12362  1.35454  1.74134  -0.073
C  2.96370  1.30929  1.07534  -0.431
C  -1.45122  -2.89237  3.60281  -1.337
H  -3.32066  -0.56233  4.97306  0.241
O  1.82662  -1.11091  -0.98761  -0.070
C  4.61569  2.65483  -0.02012  -0.523
C  -3.70439  1.09529  -1.13514  -1.191
H  3.08330  -5.52140  3.45714  0.394
H  -0.06136  2.89185  -3.11462  0.377
H  -0.59433  -1.49511  -2.07578  0.770
C  3.93299  3.79803  0.37099  -0.690
H  0.00094  -2.32487  -4.27080  0.456
H  -1.57393  -3.75584  4.23288  0.579
H  0.32734  -3.16345  0.11665  0.691
H  1.17291  -4.14408  4.19387  0.466
C  -1.93325  2.84776  4.33835  -1.301
H  -5.14530  2.78588  0.43589  0.418
C  0.95510  2.32332  2.12674  -0.188
C  -4.44262  2.24229  1.06315  -1.297
H  -4.39542  1.56183  -1.81388  0.503
C  -2.76763  -0.57154  -5.10632  -0.767
C  2.48949  -4.99003  2.72563  -0.678
N  -2.63487  0.55772  0.72616  1.147
H  5.11152  -3.82760  -3.02875  0.319
H  -3.70583  -2.28281  5.02440  0.395
H  -1.62667  3.73212  4.89189  0.391
C  2.56806  -0.75428  -2.00869  0.436
C  2.25171  2.45195  1.44549  0.793
H  2.62507  0.33030  1.41246  0.794
C  -2.33904  -0.39970  -2.73405  0.632
H  -2.88726  3.05727  3.85586  0.238
C  -0.47566  -2.68261  2.62805  0.020
C  -3.62152  1.32336  0.22545  0.701
O  0.45177  1.17509  -1.50830  -0.505
C  0.96341  -3.64169  0.85466  -0.311
H  -2.08898  2.03813  5.05186  0.226
H  -3.38144  -0.31968  -5.96074  0.422
H  -5.00790  1.69052  1.81421  0.270
H  2.91899  1.51895  -4.53252  0.477
H  0.77760  3.90404  3.68013  0.593
O  5.56897  -1.93528  -3.75892  -0.465
H  -3.81631  2.97030  1.57974  0.177
C  0.85023  2.41191  -3.45923  -2.101
C  -0.88210  2.48497  3.34549  0.968
C  0.36023  3.07076  3.14243  -1.492
B  -2.20305  0.48271  2.23654  -1.850
C  -3.47265  -1.45231  4.36230  -1.423
C  3.68243  -1.54747  -2.31824  -0.822
C  4.20315  -0.11043  -4.20406  -1.224
C  2.81413  -5.07045  1.37729  -0.608
H  -1.38574  -1.74781  -6.24777  0.431
H  3.87234  -2.40236  -1.68711  0.505
H  0.71842  2.05575  -4.48049  0.471
N  -1.77667  -0.94708  2.60882  0.770
H  1.65880  3.14500  -3.46378  0.450
H  3.65700  -5.67180  1.06341  0.422
N  -1.00879  1.45916  2.48553  0.847
H  2.21041  4.59592  1.37039  0.463
Y  0.22534  -0.32039  0.15587  1.627
C  1.41227  -4.22477  3.14138  -0.727
C  -1.22447  -1.21875  -2.91233  0.366
H  4.85404  0.10340  -5.03925  0.477
C  -2.25984  -1.77065  3.55762  0.818
C  -0.87508  -1.69885  -4.16229  -0.940
C  -3.10929  -0.08810  -3.85268  -0.745
N  -2.06483  -0.17008  -0.29339  -0.660
C  2.05154  -4.39335  0.43922  -0.372
H  -3.98809  0.53364  -3.75166  0.347
H  2.28584  -4.46606  -0.61457  0.519
N  -0.67389  -1.50349  2.03464  -0.360
H  4.66398  0.50720  0.04723  0.455
C  1.17651  1.28259  -2.52772  1.239
C  4.13162  1.40428  0.33470  -0.481
C  0.64391  -3.53578  2.20475  0.395
H  4.31479  4.77376  0.10107  0.429
C  -1.64888  -1.37430  -5.26739  -0.559
H  5.52990  2.74091  -0.59186  0.439
H  6.13319  -2.81784  -1.96354  0.315
C  2.75519  3.70190  1.09546  -0.877
H  -4.33362  -1.27617  3.71795  0.287
C  4.48982  -1.22867  -3.39479  1.075

Properties
- frontier orbital gap (hartree) = 0.30849
- net charge = +1
- HOMO level (hartree) = -0.399
- 2S+1 = 1
- LUMO level (eV) = -2.46

***

# C4H3NO

A 2-piece molecular cluster, C4H3NO overall in a non-equilibrium geometry (wB97M-V/def2-TZVPD, the OMol25 dataset).

Last column: natural (NBO) charge in e.
Positions of all 9 atoms, in Å:
C  0.07280  -1.74639  -0.32686  -0.190
C  0.54812  -1.52504  0.74079  -0.304
C  -0.45636  1.53608  -0.06819  0.026
H  -0.49062  -1.95807  -1.27475  0.259
C  0.26739  1.78286  -1.09710  0.503
O  0.87594  2.43928  -1.83138  -0.413
H  -0.48308  0.11303  1.15750  0.357
H  0.67280  -1.64537  1.76396  0.242
N  -1.00699  1.00362  0.93603  -0.480

Properties
- frontier orbital gap (spin up / spin down) (hartree) = 0.26934 / 0.26936
- HOMO level (spin up / spin down) (hartree) = -0.310 / -0.310
- ΔE to the lowest compared entry with this formula, charge and spin (kcal per mole) = 104.9
- 2S+1 = 1
- SMILES = N=C=C=O.C#C
- LUMO level (spin up / spin down) (eV) = -1.12 / -1.12

***

| no. | E_tot (eV) |
| --- | --- |
| 1 | -38500.44295 |
| 2 | -37539.89701 |
| 3 | -20386.36655 |
| 4 | -12890.61789 |
| 5 | -10451.67742 |
| 6 | -49743.31580 |
| 7 | -57849.37428 |
| 8 | -7728.19725 |